(1)
Formula: C4H8ClN
Source: the Open Molecules 2025 dataset
Level of theory: ωB97M-V/def2-TZVPD

The geometry in XYZ format:
```
14
Properties=species:S:1:pos:R:3:mulliken_charge:R:1
C -2.76 0.48 -0.94 -0.1378
C 1.02 -0.61 1.22 -0.9943
C 1.08 -0.44 -1.19 -1.0370
C 0.48 -0.77 0.01 0.2485
N -1.93 1.25 -0.29 -0.1687
Cl -3.77 -0.34 0.26 -0.1662
H -1.19 1.58 -0.87 0.2569
H 0.42 -0.93 2.03 0.2824
H 1.83 -0.10 1.40 0.3756
H 0.47 -0.06 -1.96 0.3427
H 1.49 -1.34 -1.67 0.2607
H 1.83 0.39 -0.98 0.2859
H -0.64 -1.03 0.02 0.2456
H -1.93 1.61 0.59 0.2057
```

Results
spin multiplicity: 1
lowest unoccupied orbital energy: 0.841 eV
net charge: 0
HOMO energy: -0.340 Eh
relative energy (zero: lowest compared OMol25 entry of this formula, charge and spin): 289.1 kJ/mol

=====

(2)
Formula: C18H28N2O3
Source: the Open Molecules 2025 dataset
Level of theory: ωB97M-V/def2-TZVPD

The geometry in XYZ format:
```
51
Properties=species:S:1:pos:R:3:mulliken_charge:R:1
C 4.66 3.91 -0.99 -0.9987
C 5.26 2.70 -0.28 -0.3977
O 5.19 1.52 -1.06 -0.4737
C 4.02 0.85 -1.19 0.4996
C 4.04 -0.24 -2.06 -0.7007
C 2.89 -0.97 -2.25 -0.8672
C 1.70 -0.68 -1.60 -0.0701
C 1.68 0.41 -0.71 0.5919
C 2.84 1.16 -0.51 0.0159
H 2.82 1.99 0.17 0.2135
O 0.51 0.70 -0.06 -0.5476
C 0.50 1.54 1.08 -0.6118
C 1.15 0.90 2.29 -1.1533
H 0.65 -0.03 2.54 0.3224
H 2.20 0.68 2.10 0.3938
H 1.08 1.57 3.14 0.3868
H -0.57 1.71 1.27 0.4407
H 0.95 2.52 0.85 0.4219
C 0.56 -1.59 -1.91 0.6418
O 0.75 -2.69 -2.40 -0.7128
N -0.69 -1.12 -1.67 -0.0713
H -0.78 -0.25 -1.17 0.2687
C -1.85 -1.94 -1.86 -0.9233
C -2.27 -2.74 -0.60 -0.9352
N -3.01 -2.03 0.42 0.1848
C -2.31 -0.93 1.05 -0.4822
C -3.01 -0.58 2.36 -0.8687
C -4.46 -0.19 2.08 -0.7407
C -5.14 -1.32 1.32 -0.8621
C -4.35 -1.65 0.05 -0.5749
H -4.83 -2.48 -0.47 0.4564
H -4.37 -0.77 -0.62 0.2827
H -5.18 -2.21 1.95 0.3315
H -6.16 -1.03 1.05 0.3806
H -4.99 0.02 3.01 0.3391
H -4.48 0.72 1.48 0.3140
H -2.48 0.24 2.86 0.3143
H -2.99 -1.45 3.02 0.3691
H -1.28 -1.24 1.24 0.4502
H -2.29 -0.03 0.41 0.1208
H -2.88 -3.58 -0.92 0.3441
H -1.36 -3.13 -0.14 0.4736
H -2.68 -1.31 -2.20 0.4240
H -1.60 -2.66 -2.65 0.4817
H 2.89 -1.83 -2.91 0.4714
H 4.95 -0.48 -2.57 0.4567
H 6.34 2.86 -0.13 0.3248
H 4.80 2.55 0.70 0.3095
H 4.78 4.79 -0.37 0.3446
H 3.60 3.76 -1.19 0.3031
H 5.16 4.06 -1.94 0.3180
```

Results
spin multiplicity: 1
lowest unoccupied orbital energy: 0.622 eV
SMILES: CCOc1ccc(C(=O)NCCN2CCCCC2)c(OCC)c1
net charge: 0
HOMO energy: -0.298 Eh
relative energy (zero: lowest compared OMol25 entry of this formula, charge and spin): 120.0 kJ/mol